No. 1
109
Properties=species:S:1:pos:R:3 method="wB97M-V/def2-TZVPD" homo_energy_ev=-7.9 total_charge=0 smiles="NCCCCC[C@H]1CCC(=O)O1.c1cc[nH]c1.c1cc[nH]c1.c1cc[nH]c1.c1cc[nH]c1.c1cc[nH]c1.c1cc[nH]c1.c1cc[nH]c1.c1cc[nH]c1" largest_force_ha_per_bohr=0.01276
N -0.47 -2.31 3.32
C -0.48 -2.61 1.88
C 0.38 -1.60 1.11
C -0.31 -0.24 0.89
C 0.25 0.92 1.74
C -0.86 1.75 2.40
C -0.38 2.74 3.45
C 0.17 2.11 4.73
C 1.32 3.07 5.09
C 1.77 3.48 3.71
O 2.88 3.66 3.30
O 0.68 3.56 2.90
H -0.61 -3.14 3.88
H 0.40 -1.88 3.59
H -0.13 -3.63 1.68
H -1.52 -2.52 1.54
H 1.31 -1.46 1.67
H 0.67 -2.04 0.14
H -1.38 -0.35 1.10
H -0.24 0.03 -0.18
H 0.88 1.57 1.12
H 0.90 0.51 2.52
H -1.42 2.30 1.63
H -1.57 1.08 2.89
H -1.22 3.40 3.71
H 0.57 1.11 4.57
H -0.56 2.04 5.53
H 0.92 3.93 5.62
H 2.14 2.60 5.63
C 2.66 -1.15 -3.72
C 2.91 -2.37 -4.42
C 3.03 -3.37 -3.49
N 2.86 -2.80 -2.25
C 2.64 -1.45 -2.38
H 2.52 -0.18 -4.14
H 3.00 -2.49 -5.48
H 3.22 -4.42 -3.60
H 2.92 -3.29 -1.37
H 2.47 -0.83 -1.52
C -2.71 -2.70 -2.54
C -2.28 -3.20 -3.80
C -0.94 -3.46 -3.70
N -0.54 -3.14 -2.43
C -1.61 -2.69 -1.72
H -3.70 -2.39 -2.27
H -2.89 -3.35 -4.67
H -0.23 -3.85 -4.41
H 0.40 -3.23 -2.08
H -1.50 -2.39 -0.69
C -6.04 1.76 2.60
C -5.10 2.04 1.56
C -4.23 0.99 1.51
N -4.59 0.09 2.47
C -5.70 0.55 3.14
H -6.87 2.37 2.91
H -5.08 2.91 0.93
H -3.38 0.81 0.88
H -4.12 -0.78 2.67
H -6.14 -0.02 3.94
C 3.93 6.68 2.51
C 4.38 7.65 3.45
C 4.22 8.88 2.88
N 3.68 8.70 1.63
C 3.51 7.36 1.40
H 3.92 5.61 2.63
H 4.79 7.46 4.43
H 4.43 9.87 3.25
H 3.46 9.44 0.99
H 3.09 7.01 0.47
C 8.04 -0.51 -4.50
C 7.32 -0.40 -5.72
C 6.01 -0.72 -5.44
N 5.92 -1.01 -4.11
C 7.15 -0.88 -3.53
H 9.10 -0.33 -4.36
H 7.71 -0.13 -6.69
H 5.15 -0.76 -6.08
H 5.07 -1.28 -3.64
H 7.29 -1.06 -2.48
C -3.75 2.59 6.69
C -3.21 3.58 7.56
C -3.20 4.76 6.88
N -3.72 4.53 5.63
C -4.07 3.21 5.51
H -3.90 1.55 6.91
H -2.86 3.43 8.57
H -2.88 5.75 7.17
H -3.84 5.22 4.92
H -4.49 2.83 4.60
C 1.33 -1.87 -8.02
C 0.61 -1.74 -9.24
C -0.70 -2.02 -8.96
N -0.80 -2.31 -7.63
C 0.44 -2.22 -7.05
H 2.39 -1.71 -7.88
H 1.00 -1.48 -10.20
H -1.57 -2.04 -9.59
H -1.64 -2.54 -7.14
H 0.57 -2.40 -6.00
C -3.81 -7.38 0.48
C -4.89 -7.12 -0.40
C -4.58 -5.99 -1.10
N -3.36 -5.55 -0.68
C -2.88 -6.39 0.28
H -3.72 -8.19 1.18
H -5.79 -7.70 -0.50
H -5.13 -5.46 -1.87
H -2.89 -4.73 -1.03
H -1.92 -6.22 0.74

***

No. 2
98
Properties=species:S:1:pos:R:3 method="wB97M-V/def2-TZVPD" homo_energy_ev=-6.4 total_charge=0 largest_force_ha_per_bohr=0.00780 relative_energy_kj_mol=260.36
K -1.56 -2.23 0.44
N -0.14 -2.84 -2.44
C 1.10 -3.51 -2.01
C 2.22 -2.51 -1.74
N 2.27 -2.01 -0.36
C 2.71 -0.63 -0.24
C 2.07 0.13 0.96
N 1.19 -0.72 1.76
C 3.05 -2.86 0.53
C 2.53 -4.28 0.71
N 1.14 -4.28 1.13
H -0.92 -3.46 -2.24
H -0.14 -2.68 -3.44
H 1.45 -4.25 -2.74
H 0.85 -4.03 -1.09
H 2.07 -1.65 -2.40
H 3.19 -2.96 -2.01
H 2.44 -0.11 -1.16
H 3.81 -0.58 -0.16
H 1.52 0.99 0.56
H 2.87 0.53 1.59
H 0.94 -1.51 1.17
H 0.31 -0.24 1.96
H 3.06 -2.38 1.51
H 4.10 -2.92 0.18
H 3.21 -4.77 1.42
H 2.61 -4.84 -0.22
H 0.98 -3.83 2.02
H 0.76 -5.22 1.18
C -3.64 5.63 -0.70
C -3.91 4.46 -1.64
N -3.00 3.34 -1.44
C -3.40 2.30 -0.63
C -2.64 1.25 -0.28
C -3.24 0.19 0.65
O -4.35 -0.25 0.31
O -2.53 -0.11 1.64
C -1.30 1.13 -0.81
O -0.53 0.20 -0.63
C -0.87 2.27 -1.68
C 0.40 2.22 -2.24
C 0.82 3.23 -3.06
F 2.04 3.15 -3.66
C 0.01 4.33 -3.33
C -1.25 4.39 -2.77
C -1.73 3.34 -1.96
N 0.42 5.39 -4.19
C 0.03 5.29 -5.59
C -0.26 6.72 -6.08
N 0.47 7.66 -5.16
C 1.87 7.19 -4.91
C 1.78 5.89 -4.08
H -4.35 6.44 -0.88
H -2.63 6.01 -0.83
H -3.75 5.31 0.34
H -3.87 4.77 -2.69
H -4.92 4.08 -1.47
H -4.42 2.35 -0.29
H 1.01 1.35 -2.03
H -1.85 5.26 -2.98
H -0.87 4.69 -5.67
H 0.80 4.82 -6.21
H -1.31 6.98 -6.03
H 0.11 6.91 -7.09
H -0.02 7.63 -4.26
H 0.45 8.62 -5.52
H 2.42 7.97 -4.40
H 2.32 7.02 -5.89
H 1.99 6.09 -3.02
H 2.54 5.20 -4.44
N -1.27 -9.05 0.36
C -1.50 -7.93 0.61
N -1.76 -6.70 0.99
C -1.76 -5.73 0.13
N -1.75 -4.77 -0.54
C 1.93 -2.80 6.58
C 1.97 -1.77 5.47
N 1.36 -2.32 4.28
C 0.16 -3.01 4.35
N -0.56 -3.04 3.29
C -1.78 -3.85 3.28
C -1.79 -4.94 4.34
C -1.39 -4.33 5.67
N -0.10 -3.69 5.53
C 0.49 -3.23 6.78
H 2.33 -2.39 7.51
H 2.53 -3.66 6.29
H 3.00 -1.49 5.23
H 1.46 -0.85 5.81
H 1.39 -1.72 3.45
H -1.88 -4.31 2.30
H -2.64 -3.19 3.41
H -1.08 -5.72 4.07
H -2.78 -5.40 4.40
H -1.31 -5.09 6.44
H -2.15 -3.60 5.99
H 0.43 -4.06 7.50
H -0.09 -2.40 7.21